No. 1
DFT (wB97M-V/def2-TZVPD) results for a single C18H20FN3O3 molecule.

E (hartree): -1187.18647
Structure (SMILES): COc1ccc(NC(C)=O)cc1N[C@H](C)C(=O)Nc1ccc(F)cc1

```
! wB97M-V def2-TZVPD RIJCOSX def2/J DEFGRID3
* xyz 0 1
C 1.64544 -2.51727 -0.03467
O 0.95726 -1.50473 -0.30413
C 1.43040 -0.20287 0.25423
C 2.61501 -0.07875 0.92411
C 2.87361 1.19253 1.77536
C 2.02721 2.42385 1.63092
N 2.37667 3.51293 2.14406
C 3.37159 3.81285 3.08690
C 3.38864 5.09241 3.48846
O 4.19659 2.85193 3.66697
C 1.12428 2.09282 0.70961
C 0.78623 0.95530 0.07016
N -0.49032 0.93202 -0.76855
C -0.27119 0.39385 -2.02167
C -0.35812 1.60137 -3.31664
C -1.74986 -0.37191 -2.41645
O -2.46206 -0.24923 -3.22491
N -1.75520 -1.56569 -1.30883
C -2.74833 -2.36641 -1.03448
C -3.67526 -2.60806 -2.03682
C -4.68935 -3.52868 -1.57655
C -4.50776 -4.48975 -0.56221
F -5.34673 -5.58727 -0.36032
C -3.50159 -4.19384 0.33777
C -2.32519 -3.47690 -0.03818
H 1.63463 -2.87819 0.93964
H 1.20954 -3.16764 -0.70295
H 2.90647 -2.45702 -0.36547
H 3.19973 -0.86465 1.34431
H 3.67617 1.27176 2.67863
H 1.53312 4.23759 2.00864
H 3.18572 5.97667 2.88120
H 4.09792 5.38488 4.32759
H 2.36097 5.42266 4.26523
H 0.38046 2.99489 0.62200
H -0.94454 1.71486 -0.46812
H 0.56316 -0.22197 -2.27164
H -0.39752 1.09303 -4.03102
H 0.58384 2.13593 -3.03340
H -1.33592 2.29774 -2.95692
H -0.95527 -1.46551 -0.57816
H -3.97589 -1.90807 -2.85408
H -5.54549 -3.65208 -2.37364
H -3.34963 -4.84625 0.88015
H -1.73944 -3.18914 0.60390
*
```

No. 2
DFT (wB97M-V/def2-TZVPD) results for a molecular structure, C17H35INOP2SiYb.

E (hartree): -3226.85552

```
! wB97M-V def2-TZVPD RIJCOSX def2/J DEFGRID3
* xyz 2 2
C -1.91901 0.90426 -5.35010
I -0.87258 0.29303 -3.56707
H -2.89075 1.28390 -5.03425
H -2.03753 0.04754 -6.01404
H -1.34007 1.68736 -5.84009
Yb -0.13402 0.01289 0.73913
P -1.30363 -2.21726 -0.12983
C -0.57087 -3.61582 -1.06373
C -1.64946 -2.82872 1.55753
H -2.30111 -3.71314 1.56911
H -3.56998 -2.85701 -0.79935
H -2.15087 -2.05757 2.17071
H -3.47380 -1.14538 -0.30408
H 0.42282 -3.88907 -0.67351
H -0.73059 -3.08005 2.11450
C -2.95046 -1.95125 -0.84709
H -1.21124 -4.51142 -1.04400
H -2.86602 -1.61175 -1.89392
H -0.41920 -3.29777 -2.11144
P 1.12563 2.30911 0.15630
C 2.76155 2.52794 -0.63360
C 0.02302 3.59612 -0.48891
H 0.44473 2.77527 2.44865
H 1.74176 3.88121 1.99310
H 2.09793 2.19029 2.39786
C 1.38545 2.85008 1.88132
H -0.96227 3.52055 0.00411
H 0.41335 4.60678 -0.31149
H 3.17634 3.53496 -0.48734
H 2.69183 2.31534 -1.71344
H -0.15568 3.45271 -1.56540
H 3.46875 1.79226 -0.20908
C 1.52838 -0.75803 -1.10229
O 2.37631 -1.14238 -1.76977
C 2.17359 -3.75789 1.10440
Si 2.30599 -2.30679 2.27867
C 1.93560 -3.10291 3.93084
C 4.06424 -1.72248 2.09295
N 1.11055 -1.07209 2.14666
C 0.85237 -0.24021 3.23198
C -0.44510 0.31092 3.40412
C -0.74938 1.00209 4.57850
C 0.22634 1.20678 5.55478
C 1.53676 0.73351 5.36272
C 1.87852 0.05235 4.18897
H 2.95430 -4.42795 1.49293
H 2.42493 -3.53115 0.06001
H 1.22334 -4.31085 1.14388
H 2.57472 -3.98885 4.02298
H 2.11352 -2.44489 4.78903
H 0.88658 -3.42831 3.98028
H 4.28796 -1.38618 1.07114
H 4.40841 -0.93709 2.77562
H 4.69256 -2.60613 2.28245
H -1.27148 0.08640 2.68570
H -1.78062 1.36482 4.72645
H -0.03050 1.72049 6.48070
H 2.29783 0.88057 6.12824
H 2.87814 -0.31306 4.02170
*
```

No. 3
DFT (wB97M-V/def2-TZVPD) results for a gas-phase ion, C15H22N3O2 (charge +1).

E (hartree): -898.65477
Structure (SMILES): Cc1ccc(Cc2cn(OC[C@@H](C)O)c(CN)[nH+]2)cc1

```
! wB97M-V def2-TZVPD RIJCOSX def2/J DEFGRID3
* xyz 1 1
C 5.89694 -4.31819 -0.34414
C 4.96089 -2.96127 -0.28026
C 3.69432 -2.72918 0.75858
C 2.80636 -1.31595 0.81437
C 3.18708 -0.10361 -0.22153
C 2.48060 1.37341 -0.30537
C 0.84402 1.35862 -0.40063
C -0.24397 0.16324 -0.67460
N -1.63899 0.82313 -0.68896
O -2.82926 0.24057 -0.91509
C -3.80592 0.52533 0.14747
C -4.83848 -0.77681 0.18752
C -5.10593 -1.18444 1.78569
O -6.11925 -0.54063 -0.49674
C -1.36659 2.32087 -0.43964
C -2.40390 3.58870 -0.37665
N -2.83898 3.99549 1.01380
N 0.11326 2.68337 -0.25820
C 4.45205 -0.36840 -1.28196
C 5.33477 -1.74857 -1.35039
H 6.26186 -4.70228 0.70195
H 5.39839 -5.22117 -0.90403
H 6.88578 -4.01111 -0.93726
H 3.38762 -3.55640 1.54797
H 1.93100 -1.14611 1.57412
H 2.91518 1.93442 -1.26459
H 2.81932 2.04572 0.61774
H 0.02800 -0.97388 -0.85245
H -3.23117 0.58439 1.16514
H -4.48707 1.46540 -0.04879
H -4.34005 -1.72465 -0.29421
H -6.01532 -0.59516 2.25166
H -4.16218 -0.93724 2.44296
H -5.27656 -2.35200 1.85626
H -6.00009 -0.23386 -1.44317
H -3.37463 3.37983 -1.02973
H -1.90299 4.55507 -0.86224
H -2.51013 3.32099 1.73963
H -2.43902 4.93999 1.28666
H 0.53757 3.63989 -0.10560
H 4.75914 0.49592 -2.03290
H 6.23632 -1.93343 -2.08242
*
```

No. 4
DFT (wB97M-V/def2-TZVPD) results for a molecular structure, C55H53BBr2O26PS.

E (hartree): -9996.36475

```
! wB97M-V def2-TZVPD RIJCOSX def2/J DEFGRID3
* xyz -1 1
C -0.97709 2.40453 5.61207
C -1.46769 1.30917 5.01237
B -1.88305 1.36795 3.44567
O -1.01580 0.64269 2.46562
C -1.74507 -0.31068 1.71699
C -1.09815 -1.68770 2.04344
C 0.39607 -1.65542 2.27424
C 1.26340 -1.65620 1.17674
C 2.64288 -1.61586 1.30781
C 3.22448 -1.58007 2.57143
C 2.37866 -1.61923 3.67055
C 0.98804 -1.65953 3.54857
C 0.19869 -1.71043 4.83188
P -1.18292 0.18284 0.02046
S -1.41657 -1.17165 -1.38739
C -3.28385 -0.11364 2.07914
C -4.08950 -1.35666 2.52540
C -3.96092 -2.56561 1.56285
C -3.82802 -1.76631 3.98338
C -4.82539 -1.14470 4.98261
C -4.14051 0.84268 1.21552
Br -4.91281 0.01251 -0.40642
C -5.19672 1.59139 2.10261
C -4.72702 3.01279 2.32813
Br -6.91301 1.78989 1.12714
O -3.17734 0.66965 3.25782
H -1.32793 3.37105 5.27281
H -0.26391 2.35184 6.42836
H -1.57953 0.42991 5.64879
H -1.84915 2.55993 3.10864
H -1.25752 -2.37864 1.21457
H -1.57422 -2.14800 2.89839
H 0.83397 -1.67298 0.18450
H 3.24624 -1.60031 0.41136
H 4.29731 -1.53439 2.67487
H 2.80307 -1.59576 4.66590
H 0.20124 -2.71037 5.26387
H 0.60377 -0.99259 5.53724
H -0.83271 -1.45195 4.64210
H 0.15481 0.57190 0.09437
H -1.86643 1.34406 -0.37485
H -5.13598 -1.06016 2.49117
H -3.45080 -3.39797 2.04115
H -3.45574 -2.32120 0.63304
H -4.95506 -2.93332 1.31835
H -3.94742 -2.84765 4.04657
H -2.83625 -1.50016 4.32512
H -4.36268 -0.28048 5.44390
H -5.04238 -1.88175 5.75495
H -5.76974 -0.89777 4.50714
H -3.48784 1.61448 0.82849
H -5.42340 1.05622 3.00975
H -3.80064 3.04493 2.89407
H -4.51425 3.44457 1.35049
H -5.48961 3.63366 2.78770
C -5.43078 -5.49548 -2.93037
C -4.78170 -5.99225 -3.98896
C -3.73646 -5.20159 -4.72794
O -3.18235 -5.75064 -5.67115
C -3.45179 -3.85895 -4.29022
C -4.10197 -3.34670 -3.22750
C -5.13094 -4.14588 -2.46639
O -5.67055 -3.63364 -1.50759
O -3.86843 -2.12839 -2.79637
O -5.00061 -7.21465 -4.47133
H -6.18100 -6.05771 -2.39238
H -2.70317 -3.28762 -4.82912
H -4.40914 -1.96043 -1.99615
H -4.39233 -7.30509 -5.23022
C -1.16004 -0.69669 -7.65179
C -0.36816 -0.49875 -8.71289
C 0.88003 -1.30830 -8.93880
O 1.53258 -1.07320 -9.94149
C 1.23743 -2.31260 -7.95758
C 0.44877 -2.51185 -6.89085
C -0.81417 -1.71860 -6.67919
O -1.48076 -1.97061 -5.69462
O 0.71703 -3.40835 -5.95527
O -0.61641 0.41709 -9.64345
H -2.05882 -0.12150 -7.48034
H 2.14464 -2.87647 -8.12077
H -0.00601 -3.35099 -5.30018
H 0.11133 0.34206 -10.28981
C -6.96647 1.24969 10.24639
C -7.14150 0.42544 9.20553
C -6.49686 0.68202 7.86968
O -6.69368 -0.12641 6.98424
C -5.68189 1.87474 7.71190
C -5.50983 2.70009 8.75288
C -6.13475 2.43062 10.09463
O -5.91595 3.22148 10.99519
O -4.78221 3.80894 8.68602
O -7.88630 -0.67135 9.26339
H -7.42316 1.07444 11.21013
H -5.23358 2.05672 6.74417
H -4.82244 4.21076 9.57381
H -7.83224 -1.07359 8.37383
C 3.09040 1.95679 -0.46992
C 2.78458 1.17052 -1.51521
C 3.34617 1.42152 -2.88832
O 3.03399 0.65174 -3.78061
C 4.22122 2.55783 -3.08566
C 4.52692 3.34319 -2.04399
C 3.98222 3.07778 -0.66397
O 4.32402 3.83769 0.23328
O 5.32555 4.39952 -2.14465
O 1.97907 0.12977 -1.42319
H 2.69460 1.78529 0.52298
H 4.59695 2.71837 -4.09170
H 5.39632 4.77669 -1.24615
H 1.92842 -0.26294 -2.31677
C 7.38039 1.70581 -8.59346
C 7.32146 2.22664 -7.36081
C 6.05971 2.18617 -6.54360
O 6.09255 2.66476 -5.42277
C 4.87468 1.58566 -7.12356
C 4.93137 1.06615 -8.35782
C 6.19982 1.08373 -9.16955
O 6.17419 0.57649 -10.27498
O 3.88832 0.50230 -8.95025
O 8.35608 2.81100 -6.76957
H 8.28110 1.72711 -9.19017
H 3.97097 1.57357 -6.52880
H 4.19721 0.20678 -9.82799
H 8.04043 3.09410 -5.88953
C 7.96915 0.99995 1.97811
C 7.30801 2.05194 1.46310
C 8.01793 3.09592 0.63133
O 7.36862 4.01590 0.17489
C 9.44993 2.95109 0.41906
C 10.09729 1.90201 0.93920
C 9.38844 0.84903 1.74533
O 10.05738 -0.08034 2.16485
O 11.40264 1.70502 0.78807
O 6.01408 2.22861 1.65164
H 7.47454 0.24500 2.57259
H 9.95085 3.71133 -0.16340
H 11.59971 0.87422 1.26300
H 5.72935 3.05091 1.18855
*
```

No. 5
DFT (wB97M-V/def2-TZVPD) results for 2 unconnected molecules or ions with the total composition C6H12O.

E (hartree): -310.98292
Structure (SMILES): C=CC(=C)CC.O

```
! wB97M-V def2-TZVPD RIJCOSX def2/J DEFGRID3
* xyz 0 1
C 0.62683 1.34457 1.43948
C 0.71884 0.31832 0.59227
C -0.40296 -0.03602 -0.31631
C -0.25691 -1.11729 -1.09360
C -1.67021 0.76105 -0.42623
C -2.98124 -0.03296 -0.46970
H 1.43793 1.47451 2.13475
H -0.14473 2.09340 1.35000
H 1.62073 -0.16095 0.24533
H 0.56983 -1.82340 -1.11584
H -0.98661 -1.29888 -1.87749
H -1.75919 1.43682 0.42413
H -1.67728 1.43428 -1.28221
H -2.98344 -0.95407 -1.04724
H -3.79360 0.60351 -0.80628
H -3.32384 -0.21507 0.54955
O 5.07404 -1.36188 0.18680
H 4.27856 -0.96516 0.56177
H 5.65326 -1.50079 0.95082
*
```

No. 6
DFT (wB97M-V/def2-TZVPD) results for 2 unconnected molecules or ions with the total composition C33H57BrF3NO6P.

E (hartree): -5012.56175

```
! wB97M-V def2-TZVPD RIJCOSX def2/J DEFGRID3
* xyz 1 1
C 0.67994 -6.18452 0.13854
C 1.48803 -4.91441 0.52114
C 2.25797 -4.42038 -0.70949
C 2.79661 -2.96439 -0.53342
C 4.18313 -3.02073 0.11065
C 4.88059 -1.63858 0.25204
C 4.42901 -0.57984 -0.76692
C 5.38151 0.63203 -0.65862
C 4.69953 1.98091 -0.96552
C 3.73051 1.92968 -2.18105
C 2.28337 2.19035 -1.73630
C 1.25835 1.72087 -2.80136
C -0.02416 1.20733 -2.15099
C -0.63928 2.19357 -1.12075
C -2.16427 2.35931 -1.25700
C -2.96097 1.04114 -1.28044
N -4.04029 1.20940 -2.31113
C -5.25785 0.38752 -2.06782
C -5.94636 0.73462 -0.71646
C -6.60606 -0.57822 -0.22518
C -8.10576 -0.41347 0.16941
C -8.99930 -1.13231 -0.86831
C -8.86635 -2.65976 -0.77727
C -10.48894 -0.70319 -0.72778
C -4.91455 1.36052 0.29216
P -5.73989 1.22493 1.98239
O -5.10378 -0.12608 2.71492
Br -5.03330 2.96057 3.24106
C -3.55443 0.61224 0.09497
C -2.53914 0.74170 1.21311
O -2.40221 2.09402 1.66929
C -1.48540 2.24554 2.63200
F -1.81098 1.63607 3.75146
F -1.40458 3.53370 2.88938
F -0.27473 1.83843 2.26842
H -0.22627 -5.87244 -0.38670
H 0.37382 -6.74123 1.02478
H 1.26952 -6.81875 -0.52447
H 0.75730 -4.17697 0.85850
H 2.17493 -5.22163 1.31152
H 3.11097 -5.07864 -0.88120
H 1.56770 -4.43224 -1.55843
H 2.80892 -2.53225 -1.53290
H 2.08271 -2.45200 0.11705
H 4.07493 -3.40457 1.13023
H 4.82432 -3.73743 -0.40629
H 5.95785 -1.75547 0.10339
H 4.75506 -1.24597 1.26392
H 3.38356 -0.29532 -0.61927
H 4.50740 -1.01747 -1.76783
H 6.26498 0.51668 -1.29198
H 5.74157 0.65719 0.37292
H 5.48948 2.69652 -1.20269
H 4.16373 2.32055 -0.07584
H 4.01521 2.75284 -2.84112
H 3.83572 0.99848 -2.73750
H 2.07649 1.74647 -0.75767
H 2.16562 3.27004 -1.60073
H 1.70884 0.87861 -3.32857
H 1.05184 2.54440 -3.48627
H 0.17307 0.27190 -1.61759
H -0.80669 1.00440 -2.89564
H -0.20618 3.18101 -1.28646
H -0.41597 1.89546 -0.09990
H -2.33109 2.89392 -2.20377
H -2.52708 3.03626 -0.48154
H -2.35568 0.19655 -1.61329
H -4.34119 2.18959 -2.32123
H -3.67477 1.04191 -3.25167
H -4.93760 -0.65333 -2.09737
H -5.96436 0.52601 -2.88567
H -6.71170 1.47434 -0.95761
H -6.03659 -1.09303 0.54939
H -6.61742 -1.27104 -1.06991
H -8.25088 -0.92896 1.12187
H -8.39073 0.63539 0.23460
H -8.60012 -0.86398 -1.85587
H -7.82079 -2.98160 -0.75160
H -9.38363 -3.08201 0.08469
H -9.26980 -3.07815 -1.70147
H -11.09554 -1.59985 -0.82557
H -10.70475 -0.01684 -1.54406
H -10.62753 -0.21702 0.23565
H -4.72225 2.41090 0.05443
H -4.66234 -0.69600 2.06713
H -3.79189 -0.45529 0.00677
H -1.56683 0.43620 0.80549
H -2.72196 0.09013 2.06793
C 9.40581 2.77216 4.01951
C 8.20581 2.35057 3.60503
C 8.06091 1.36181 2.48726
O 6.94035 1.00239 2.16729
C 9.26775 0.88079 1.83255
C 10.47031 1.30404 2.24363
C 10.61784 2.27342 3.37989
O 11.73646 2.60646 3.71889
O 11.59976 0.89454 1.67561
O 7.06992 2.77885 4.15659
H 9.52262 3.48277 4.82554
H 9.14887 0.18131 1.01697
H 12.32223 1.34494 2.15754
H 6.35153 2.32114 3.67803
*
```

No. 7
DFT (wB97M-V/def2-TZVPD) results for a molecular structure, C25H26CrN9O3S8.

E (hartree): -5916.84211

```
! wB97M-V def2-TZVPD RIJCOSX def2/J DEFGRID3
* xyz 0 4
Cr 0.20166 1.20611 -1.93698
O -0.40204 1.78481 2.47752
C 0.86116 1.49441 2.84592
C 1.16846 1.49121 4.20632
C 2.44446 1.19311 4.63342
C 3.44456 0.90521 3.71362
C 3.16186 0.91841 2.36512
C 1.87156 1.19691 1.91312
C 1.57346 1.18091 0.47572
O 0.34916 1.20641 0.06652
N 2.57346 1.12691 -0.36078
N 2.19876 1.09971 -1.66808
C 3.21566 1.07991 -2.46538
S 3.12136 1.12981 -4.19698
C 4.84566 0.54251 -4.41208
C 5.68686 1.21371 -3.35328
S 4.82056 1.03131 -1.74988
H -0.45244 1.69621 1.49792
H 0.38606 1.72621 4.91062
H 2.66566 1.18551 5.69042
H 4.44116 0.67141 4.05492
H 3.92166 0.71621 1.62582
H 5.15236 0.81111 -5.42028
H 4.84376 -0.54379 -4.30298
H 5.80556 2.27981 -3.54978
H 6.66386 0.74491 -3.25608
S -5.23034 0.99781 -6.77168
C -4.01594 1.09411 -5.68768
S -4.26884 1.44491 -3.99688
C -2.59174 1.32531 -3.52038
C -1.68654 1.08201 -4.50618
S 0.01176 1.01331 -4.27208
S -2.33834 0.85331 -6.11228
S -2.14914 1.56541 -1.87408
N 0.53776 5.98751 -0.17128
N 0.46826 5.04501 -1.13368
N 0.58466 5.30141 -2.40798
C 0.56956 4.09391 -2.94698
N 0.43786 3.15291 -2.00438
N 0.37786 3.77701 -0.85378
H 0.13706 6.87091 -0.45678
H 0.19756 5.63171 0.71432
H 0.65176 3.89521 -3.99618
C 0.68656 -2.99399 3.46722
C -0.77884 -2.71969 3.13582
C -0.91514 -1.57229 2.13762
N -0.41764 -1.91339 0.81722
C -0.91834 -1.48069 -0.34238
S 0.09436 -1.34779 -1.69298
N -2.22414 -1.16219 -0.49888
C -3.39664 -1.54339 0.14862
O -4.36624 -0.82859 0.08102
C -3.44404 -2.85599 0.83642
C -4.32594 -2.94779 1.91312
C -4.51584 -4.15139 2.56042
C -3.84304 -5.28029 2.11852
C -2.97644 -5.19709 1.04002
C -2.76744 -3.98899 0.39382
H 0.76936 -3.62749 4.34652
H 1.20766 -2.06009 3.67282
H 1.18796 -3.49699 2.64492
H -1.30224 -2.42069 4.04592
H -1.25964 -3.62069 2.74732
H -0.33774 -0.72049 2.51352
H -1.95024 -1.24959 2.05092
H 0.56926 -2.13599 0.77712
H -2.40004 -0.39029 -1.16968
H -4.85234 -2.05329 2.21332
H -5.19844 -4.21439 3.39382
H -4.00234 -6.22769 2.61132
H -2.47184 -6.08659 0.69242
H -2.10824 -3.93319 -0.46208
*
```

For each record above, in turn, the calculated strongest force on any atom values are 17.89 3.49 8.77 1.80 2.32 1.69 1.95 eV Å⁻¹.